# 1
This record from OMol25 describes a cluster of 2 separate species, C3H4IO3 in total. The level of theory is ωB97M-V/def2-TZVPD.

Last column: natural (NBO) charge in e.
Cartesian coordinates (Å):
C 0.33773 -1.85487 0.04110  0.977
C -0.72092 1.08581 0.72549  -0.728
C 0.22555 0.34187 -0.19233  -0.050
O 0.91821 -2.23969 -0.91071  -0.665
O -0.22546 -2.02916 1.05517  -0.646
O -0.01075 0.50606 -1.62590  -0.782
I 2.33663 1.08747 0.00677  -0.228
H -0.70351 2.12245 1.05603  0.198
H -1.61408 0.80509 0.13938  0.225
H -0.88371 0.45082 1.66020  0.224
H 0.34031 -0.27587 -1.95519  0.475

orbital gap: 6.428 eV
energy relative to the best compared isomer or geometry (same formula, charge and spin): 1.493 eV
HOMO: -3.2 eV
charge: -1
spin multiplicity: 1
LUMO level: 0.1183 Ha

# 2
This record from OMol25 describes a cluster of 2 separate species, C3H4IOS in total. The level of theory is ωB97M-V/def2-TZVPD.

Last column: natural (NBO) charge in e.
Cartesian coordinates (Å):
C -0.78795 -2.21725 0.82100  0.491
C 1.00136 1.09622 -0.29419  -0.697
C -0.22725 0.31267 -0.54962  -0.624
O 0.12418 -2.06484 1.50345  -0.483
S -2.05869 -2.73557 0.10041  -0.074
I -1.66997 1.33830 0.86131  -0.271
H 1.75377 0.57241 -0.85321  0.190
H 0.87683 2.09579 -0.62705  0.161
H 1.35186 1.01843 0.70044  0.181
H -0.36415 0.58385 -1.66253  0.126

orbital gap: 5.491 eV
energy relative to the best compared isomer or geometry (same formula, charge and spin): 2.140 eV
HOMO: -2.3 eV
charge: -1
spin multiplicity: 1
LUMO level: 0.1175 Ha

# 3
This record from OMol25 describes a structure of composition C3H4KLiO3. The level of theory is ωB97M-V/def2-TZVPD.

Last column: natural (NBO) charge in e.
Cartesian coordinates (Å):
H -4.01748 2.10322 -0.80486  0.123
O -2.72337 0.60979 -1.20016  -0.575
O 1.62782 -0.96262 -0.27771  -0.827
C -3.09859 1.55293 -0.53658  0.310
C 2.00258 -0.30786 0.72569  0.100
H -2.63328 1.78814 0.43993  0.145
K -0.60256 -1.11525 -1.40185  0.942
Li 3.05422 0.58475 2.41743  0.817
O 1.36190 1.24270 2.48213  -1.026
C 0.88705 0.53650 1.40362  -0.188
H 0.07279 -0.20018 1.65331  0.090
H 0.43695 1.20621 0.61814  0.087

orbital gap: 4.959 eV
energy relative to the best compared isomer or geometry (same formula, charge and spin): 0.585 eV
HOMO: -5.4 eV
spin multiplicity: 1
LUMO level: -0.0177 Ha

# 4
This record from OMol25 describes a structure of composition C3H4KLiO3. The level of theory is ωB97M-V/def2-TZVPD.

Last column: natural (NBO) charge in e.
Cartesian coordinates (Å):
H 2.33199 -1.42640 -1.21130  0.135
O 2.36500 0.32707 -0.15851  -0.639
O -1.02787 2.29846 -0.23487  -0.794
C 1.95104 -0.83702 -0.35401  0.314
C -1.71677 1.30859 -0.43331  0.165
H 1.80318 -1.48180 0.53754  0.135
K 1.28449 2.50950 0.92450  0.967
Li -3.09608 -0.54472 -1.02363  0.883
O -1.59197 -1.28240 -0.41194  -1.041
C -0.99238 -0.25360 0.27672  -0.322
H -1.15279 0.18698 1.30032  0.075
H -0.15782 -0.80465 0.78849  0.123

orbital gap: 4.285 eV
energy relative to the best compared isomer or geometry (same formula, charge and spin): 3.110 eV
HOMO: -4.9 eV
spin multiplicity: 1
LUMO level: -0.0216 Ha